Entry 1:
{
  "formula": "C30H37AsAuN6O5S",
  "method": "the ωB97M-V functional and the def2-TZVPD basis",
  "e_lumo_ev": -5.50,
  "orbital_gap_ev": 3.263,
  "relative_energy_kj_mol": 58.8,
  "total_charge": 1,
  "e_tot_ev": -126245.1876,
  "elements": ["Au", "C", "O", "C", "O", "N", "N", "H", "H", "H", "H", "H", "H", "C", "C", "As", "C", "C", "C", "C", "H", "H", "H", "H", "H", "H", "H", "H", "H", "H", "H", "H", "H", "H", "H", "N", "C", "C", "C", "C", "C", "C", "C", "C", "C", "C", "C", "C", "C", "H", "H", "H", "H", "H", "H", "H", "H", "H", "H", "O", "S", "O", "O", "C", "N", "C", "C", "C", "N", "C", "C", "C", "N", "C", "C", "H", "H", "H", "H", "H", "H"],
  "positions_angstrom": [[0.15, -0.24, -0.05], [-4.65, 0.68, 0.00], [-4.18, -0.69, 0.01], [-2.88, -0.88, 0.10], [-2.08, 0.06, 0.14], [-2.60, -2.19, 0.16], [-1.28, -2.65, 0.17], [-5.73, 0.61, 0.04], [-4.32, 1.17, -0.91], [-4.27, 1.21, 0.86], [-3.36, -2.83, -0.01], [-0.98, -2.92, -0.76], [-1.21, -3.44, 0.81], [2.67, -2.79, -1.83], [3.27, -1.39, -1.70], [2.58, -0.42, -0.16], [3.72, 1.16, 0.04], [5.11, 1.00, -0.59], [2.99, -1.58, 1.36], [4.43, -2.06, 1.40], [3.01, -3.27, -2.75], [1.58, -2.75, -1.87], [2.95, -3.43, -0.99], [3.05, -0.79, -2.59], [4.35, -1.45, -1.60], [3.79, 1.36, 1.11], [3.20, 2.00, -0.42], [5.65, 0.15, -0.17], [5.69, 1.89, -0.39], [5.04, 0.87, -1.67], [2.29, -2.41, 1.29], [2.73, -1.02, 2.26], [4.72, -2.55, 0.47], [4.55, -2.79, 2.21], [5.12, -1.24, 1.59], [-0.11, -1.11, -1.85], [-0.18, -0.66, -3.03], [0.10, 0.71, -3.52], [1.00, 1.55, -2.86], [1.25, 2.83, -3.33], [0.59, 3.29, -4.46], [-0.33, 2.47, -5.11], [-0.56, 1.19, -4.65], [-0.60, -1.69, -4.04], [-1.72, -2.49, -3.79], [-2.07, -3.48, -4.69], [-1.30, -3.69, -5.83], [-0.19, -2.90, -6.07], [0.17, -1.90, -5.18], [1.51, 1.19, -1.97], [1.96, 3.47, -2.82], [0.79, 4.28, -4.83], [-0.85, 2.84, -5.99], [-1.27, 0.55, -5.17], [-2.32, -2.31, -2.91], [-2.95, -4.09, -4.51], [-1.58, -4.47, -6.53], [0.40, -3.05, -6.97], [1.04, -1.28, -5.37], [-0.54, -2.18, 9.78], [-1.42, -1.34, 8.99], [-2.03, -1.99, 7.85], [-2.27, -0.43, 9.72], [-0.21, -0.16, 8.21], [0.64, 0.52, 8.99], [1.48, 1.34, 8.37], [1.49, 1.49, 6.99], [0.59, 0.71, 6.27], [-0.26, -0.10, 6.89], [0.49, 0.64, 4.80], [1.24, 1.42, 3.91], [1.06, 1.24, 2.56], [0.20, 0.33, 2.06], [-0.50, -0.43, 2.91], [-0.39, -0.30, 4.27], [2.17, 1.88, 9.00], [2.19, 2.17, 6.51], [1.93, 2.16, 4.26], [1.60, 1.84, 1.84], [-1.18, -1.14, 2.46], [-0.98, -0.91, 4.94]],
  "lowdin_charge": [1.022, 0.008, 0.011, -0.562, -0.038, 0.032, 0.027, 0.105, 0.102, 0.103, 0.171, 0.062, 0.111, -0.141, -0.373, 1.203, -0.370, -0.135, -0.386, -0.127, 0.088, 0.036, 0.068, 0.073, 0.071, 0.070, 0.064, 0.065, 0.090, 0.076, 0.072, 0.064, 0.066, 0.091, 0.071, -0.017, -0.302, -0.174, -0.067, -0.064, -0.055, -0.046, -0.014, -0.204, -0.037, -0.061, -0.060, -0.056, -0.033, 0.019, 0.108, 0.115, 0.116, 0.124, 0.101, 0.111, 0.113, 0.113, 0.123, -0.347, 0.394, -0.375, -0.345, -0.313, 0.149, -0.096, 0.005, -0.235, 0.142, -0.094, 0.022, -0.149, -0.108, -0.103, 0.048, 0.115, 0.100, 0.119, 0.097, 0.096, 0.133]
}

Entry 2:
{
  "formula": "C4H4S2",
  "method": "the ωB97M-V functional and the def2-TZVPD basis",
  "e_lumo_ev": -0.33,
  "orbital_gap_ev": 8.461,
  "relative_energy_kj_mol": 451.2,
  "total_charge": 0,
  "smiles": "C#C[C@H](S)C=S",
  "e_tot_ev": -25878.0452,
  "elements": ["C", "C", "C", "S", "C", "S", "H", "H", "H", "H"],
  "positions_angstrom": [[-0.83, 2.00, -0.19], [-0.73, 0.75, -0.26], [-0.15, -0.71, -0.56], [-1.09, -2.00, -0.10], [1.16, -0.39, 0.15], [2.65, -0.70, -0.18], [-0.99, 3.12, 0.42], [0.14, -0.63, -1.68], [-1.20, -1.63, 1.14], [1.04, 0.18, 1.26]],
  "lowdin_charge": [0.048, -0.196, -0.867, 0.834, -0.828, 0.727, 0.134, 0.139, -0.114, 0.122]
}

Entry 3:
{
  "formula": "C9H14O",
  "method": "the ωB97M-V functional and the def2-TZVPD basis",
  "e_lumo_ev": 0.81,
  "orbital_gap_ev": 9.232,
  "relative_energy_kj_mol": 93.2,
  "total_charge": 0,
  "smiles": "Cc1ccc(O)cc1.CC",
  "e_tot_ev": -11606.6711,
  "elements": ["C", "C", "C", "C", "C", "O", "C", "C", "H", "H", "H", "H", "H", "H", "H", "H", "C", "C", "H", "H", "H", "H", "H", "H"],
  "positions_angstrom": [[0.78, 1.98, 1.87], [0.22, 1.74, 0.51], [-1.01, 2.14, 0.01], [-1.36, 1.74, -1.29], [-0.48, 1.17, -2.18], [-0.65, 0.77, -3.49], [0.85, 0.87, -1.74], [1.09, 1.12, -0.41], [0.43, 2.94, 2.25], [1.86, 2.20, 1.81], [0.56, 1.21, 2.61], [-1.74, 2.53, 0.70], [-2.38, 1.98, -1.62], [-1.52, 0.96, -3.84], [1.40, 0.31, -2.50], [2.07, 0.83, -0.11], [0.51, -2.71, 1.27], [-0.56, -3.53, 0.61], [1.19, -2.25, 0.49], [0.27, -1.86, 1.89], [1.14, -3.22, 1.97], [-1.33, -2.81, 0.26], [-0.30, -3.92, -0.35], [-1.04, -4.20, 1.30]],
  "lowdin_charge": [-0.065, -0.293, -0.038, -0.038, -0.314, 0.035, -0.003, -0.067, 0.077, 0.082, 0.078, 0.110, 0.109, 0.101, 0.121, 0.103, -0.189, -0.171, 0.078, 0.047, 0.052, 0.073, 0.053, 0.060]
}